(1)
The following is a DFT calculation (wB97M-V/def2-TZVPD) of one molecule with the formula C20H23FN2O3S in a non-equilibrium geometry.

Properties
ΔE to the lowest compared entry with this formula, charge and spin in kcal per mole: 77.4
2S+1: 1
Lowest unoccupied orbital energy in eV: 0.49
Net charge: 0
HOMO energy in hartree: -0.3172

Structure (XYZ):
```
50
Properties=species:S:1:pos:R:3:forces:R:3
C -0.694 -3.440 -2.432 -0.49 0.41 1.40
C -1.492 -2.402 -1.638 -0.39 1.49 -3.56
C -2.958 -2.594 -2.110 0.83 -1.61 2.06
C -0.948 -0.954 -2.057 -1.30 -0.35 0.55
O -1.443 -2.484 -0.230 -0.92 0.51 0.00
C -0.290 -2.503 0.400 2.75 -3.06 0.60
O 0.687 -3.202 0.129 -1.55 1.23 -0.77
C -0.291 -1.868 1.742 -0.29 -0.72 -0.12
N -0.235 -0.456 1.716 1.31 -1.39 -1.12
C 1.046 0.192 1.633 -1.53 0.56 1.27
S 2.431 -0.757 1.133 1.01 -0.78 -0.41
C 3.951 0.376 1.017 -1.71 2.03 0.59
C 3.798 1.327 -0.192 -1.15 2.27 3.46
C 3.339 2.720 0.061 1.09 -2.54 2.47
C 3.100 3.633 -0.870 -0.49 -0.06 -3.83
C 3.210 3.204 -2.263 0.44 -2.24 2.89
F 2.666 3.947 -3.237 0.68 -0.17 -0.02
C 3.686 1.878 -2.479 -1.37 1.15 -0.31
C 3.901 0.896 -1.451 0.27 1.62 -1.41
N 1.130 1.407 2.011 0.28 -1.30 0.10
C -0.074 2.026 2.371 1.02 2.58 -2.02
O 0.012 3.236 2.346 -0.40 1.53 1.27
C -1.365 1.426 2.248 -0.23 3.19 0.87
C -1.406 0.195 1.854 -2.12 0.43 -0.22
C -2.874 -0.091 1.502 -1.19 -1.63 0.99
C -3.669 1.102 2.250 1.70 -2.16 1.45
C -2.682 2.227 2.231 1.10 -0.78 -2.02
H 0.311 -3.104 -2.444 1.19 -0.44 -0.09
H -1.088 -3.493 -3.415 -0.28 0.19 -0.99
H -0.856 -4.409 -1.991 0.43 -0.47 0.26
H -3.225 -3.653 -1.893 0.03 0.57 -0.15
H -3.188 -2.416 -3.124 0.47 0.30 -1.30
H -3.614 -1.995 -1.552 -0.98 0.93 0.97
H -1.058 -0.854 -3.187 0.37 0.02 1.54
H -1.604 -0.149 -1.527 1.32 -1.25 -0.98
H 0.121 -0.910 -1.715 -0.90 0.34 -0.50
H -1.151 -2.278 2.271 -0.17 0.46 0.25
H 0.587 -2.190 2.239 0.76 -0.76 0.48
H 4.031 0.916 1.991 -0.44 -0.05 -0.85
H 4.874 -0.172 1.009 -0.03 -1.11 -0.45
H 3.099 3.102 1.077 0.47 -1.01 -0.51
H 2.650 4.549 -0.553 -0.04 0.63 -0.30
H 3.638 1.572 -3.498 0.23 -0.34 -0.68
H 4.137 -0.148 -1.584 0.08 -0.02 -0.76
H -3.259 -1.027 2.010 0.52 0.61 -1.06
H -2.979 -0.182 0.400 -0.23 0.12 0.66
H -4.672 1.353 1.968 -0.39 -0.23 -0.58
H -3.685 0.771 3.363 -0.30 0.26 -1.79
H -2.761 2.749 3.112 -0.10 1.74 1.84
H -2.846 2.925 1.358 0.67 -0.72 0.78
```
Positions in Å, forces in eV/Å.

Atom charges from the natural (NBO) analysis, given in e for atoms 1 to 4: C -0.631; C 0.277; C -0.620; C -0.644

=====

(2)
The following is a DFT calculation (wB97M-V/def2-TZVPD) of a 2-piece molecular cluster, C20H23FN2O5 overall in a non-equilibrium geometry.

Properties
2S+1: 1
Lowest unoccupied orbital energy in eV: 0.45
Net charge: 0
HOMO energy in hartree: -0.3188

Structure (XYZ):
```
51
Properties=species:S:1:pos:R:3:forces:R:3
O -6.062 -0.695 0.949 -0.25 -0.74 -1.12
C -6.085 -0.802 -0.265 0.19 1.06 1.64
O -6.603 -1.874 -0.905 0.36 0.64 0.11
C -5.517 0.332 -1.110 -0.35 -0.46 -0.64
C -4.126 -0.003 -1.592 0.65 -0.10 -0.24
C -3.010 0.641 -1.051 0.17 -0.23 -0.27
C -1.725 0.313 -1.489 -0.81 -0.28 -0.17
C -1.518 -0.677 -2.464 -0.22 -0.15 -0.16
C -0.137 -1.018 -2.865 0.76 -0.24 -0.30
C 0.264 -2.356 -3.033 0.34 0.17 -0.09
C 1.578 -2.673 -3.396 -0.23 0.46 0.08
C 2.513 -1.655 -3.596 -0.27 0.07 0.09
C 2.133 -0.321 -3.425 -0.32 -0.30 0.11
C 0.820 -0.007 -3.061 0.18 -0.28 -0.09
C -2.647 -1.311 -3.026 -0.39 0.91 0.95
F -2.534 -2.238 -4.007 0.12 0.39 0.44
C -3.931 -0.968 -2.588 0.38 -0.18 -0.16
H -6.900 -2.469 -0.200 0.00 -0.07 -0.03
H -5.509 1.251 -0.518 -0.03 -0.40 0.09
H -6.174 0.498 -1.967 0.02 -0.05 -0.05
H -3.134 1.400 -0.283 -0.03 -0.10 -0.09
H -0.877 0.831 -1.055 0.02 -0.12 -0.13
H -0.447 -3.161 -2.874 0.03 0.14 -0.03
H 1.869 -3.711 -3.527 -0.06 0.12 0.03
H 3.532 -1.898 -3.883 -0.13 0.02 0.04
H 2.857 0.475 -3.574 -0.13 -0.09 0.03
H 0.551 1.039 -2.939 -0.05 -0.14 0.01
H -4.784 -1.472 -3.033 0.08 0.03 0.01
C 2.001 3.238 4.797 0.06 0.10 -0.60
N 2.347 2.227 3.800 0.12 -0.86 0.46
C 2.179 2.360 2.479 -0.50 0.31 0.15
O 1.729 3.400 1.997 0.00 -0.14 -0.26
C 2.539 1.166 1.558 0.37 -0.41 0.43
C 1.604 1.082 0.342 -0.03 0.71 0.22
O 1.652 2.249 -0.447 0.14 -0.32 -0.24
N 2.551 -0.161 2.209 -0.95 0.69 -0.86
C 3.441 -0.588 3.103 0.93 -0.50 0.84
C 3.326 -2.031 3.534 0.05 0.04 -0.14
O 4.301 0.132 3.586 0.14 0.37 -0.04
H 2.657 4.103 4.683 -0.11 0.06 0.09
H 2.117 2.829 5.802 0.03 -0.09 -0.24
H 0.967 3.561 4.657 0.12 0.01 0.00
H 2.848 1.403 4.111 0.05 0.29 -0.01
H 3.546 1.360 1.185 0.10 0.09 0.02
H 1.893 0.230 -0.277 0.05 0.05 -0.05
H 0.582 0.928 0.691 -0.22 -0.24 0.20
H 1.538 3.002 0.159 0.03 -0.09 0.14
H 1.874 -0.833 1.888 -0.08 0.08 -0.06
H 4.144 -2.263 4.216 -0.12 0.09 -0.09
H 2.375 -2.185 4.041 -0.08 -0.15 -0.01
H 3.391 -2.679 2.662 -0.11 -0.16 0.02
```
Positions in Å, forces in eV/Å.

Atom charges from the natural (NBO) analysis, given in e for atoms 1 to 4: O -0.596; C 0.797; O -0.677; C -0.523

=====

(3)
The following is a DFT calculation (wB97M-V/def2-TZVPD) of a 2-piece molecular cluster, C20H23N2O6 overall in a non-equilibrium geometry.

Properties
2S+1: 1
Lowest unoccupied orbital energy in eV: 1.97
Net charge: -1
HOMO energy in hartree: -0.0988

Structure (XYZ):
```
51
Properties=species:S:1:pos:R:3:forces:R:3
C -2.929 4.245 -0.391 0.14 -0.23 -0.12
C -3.505 3.231 -1.377 -0.37 0.88 0.35
C -4.945 3.613 -1.756 0.49 -0.49 -0.20
O -2.710 3.282 -2.594 -0.19 -0.87 0.62
C -1.529 2.582 -2.594 2.06 0.09 -1.23
O -0.665 2.732 -3.442 -2.05 0.71 0.56
C -1.306 1.602 -1.533 -0.49 0.21 0.38
C -0.087 1.015 -1.447 -0.48 -0.39 0.13
C 0.310 0.036 -0.449 0.14 -0.05 0.37
C 0.024 0.237 0.905 0.15 -0.35 -0.58
C 0.333 -0.698 1.861 0.12 -0.27 -0.04
C 0.981 -1.892 1.474 0.33 -0.24 0.18
N 1.371 -2.822 2.435 -0.72 -0.79 0.29
C 1.190 -2.557 3.876 0.26 0.25 -0.86
C -0.048 -1.706 4.150 -0.16 0.02 -0.18
C -0.020 -0.429 3.298 0.05 0.03 0.39
C 2.157 -4.018 2.071 -0.13 0.86 -0.06
C 1.812 -4.525 0.673 -0.21 0.09 -0.12
C 1.920 -3.389 -0.353 0.28 -0.31 -0.04
C 1.264 -2.118 0.107 -0.16 -0.13 0.56
C 0.946 -1.153 -0.819 -0.30 0.70 0.12
C -2.474 1.141 -0.765 0.69 -1.65 0.96
O -2.455 0.054 -0.213 -1.30 1.47 -0.43
O -3.586 1.941 -0.719 0.61 0.09 -1.03
H -1.904 3.982 -0.145 0.17 -0.03 0.05
H -2.931 5.239 -0.829 -0.01 0.04 -0.11
H -3.509 4.264 0.529 -0.11 -0.09 0.02
H -5.341 2.879 -2.455 0.01 -0.03 -0.04
H -5.584 3.626 -0.874 0.15 -0.02 0.08
H -4.970 4.593 -2.228 0.14 0.02 0.01
H 0.629 1.262 -2.216 0.28 0.16 -0.24
H -0.481 1.141 1.195 -0.12 0.26 0.16
H 1.150 -3.505 4.418 -0.11 -0.03 -0.18
H 2.087 -2.040 4.224 0.10 0.20 0.32
H -0.947 -2.285 3.912 0.13 0.00 -0.12
H -0.127 -1.464 5.218 0.19 -0.02 -0.21
H 0.710 0.278 3.709 0.01 -0.09 0.11
H -0.990 0.084 3.343 0.14 -0.15 -0.01
H 3.211 -3.738 2.119 0.31 -0.14 -0.12
H 2.008 -4.795 2.825 -0.19 0.09 -0.02
H 2.461 -5.365 0.393 0.01 0.26 0.14
H 0.793 -4.929 0.672 0.01 0.16 0.09
H 2.975 -3.178 -0.566 -0.03 -0.09 0.04
H 1.477 -3.692 -1.310 0.09 0.00 0.19
H 1.153 -1.329 -1.860 0.18 -0.04 -0.30
C 3.041 1.662 -3.955 0.95 -0.42 0.49
N 4.267 1.212 -3.551 -2.38 0.91 -0.71
O 5.020 1.984 -2.908 0.64 0.13 0.35
O 4.608 0.037 -3.829 0.52 -0.65 0.01
H 2.403 1.014 -4.511 -0.01 -0.46 -0.24
H 2.739 2.657 -3.719 0.19 0.41 0.20
```
Positions in Å, forces in eV/Å.

Atom charges from the natural (NBO) analysis, given in e for atoms 1 to 4: C -0.658; C 0.534; C -0.628; O -0.515

=====

(4)
The following is a DFT calculation (wB97M-V/def2-TZVPD) of C20H23N3O3S as an isolated structure in a non-equilibrium geometry.

Properties
ΔE to the lowest compared entry with this formula, charge and spin in kcal per mole: 452.8
2S+1: 1
Lowest unoccupied orbital energy in eV: -0.05
Net charge: 0
HOMO energy in hartree: -0.2837

Structure (XYZ):
```
50
Properties=species:S:1:pos:R:3:forces:R:3
O 4.927 3.177 0.486 1.49 2.67 -0.13
C 4.833 1.976 0.459 -9.71 9.70 -3.91
N 3.613 1.540 0.192 -9.37 -3.63 -1.42
C 3.164 0.067 0.127 -3.26 3.53 -0.25
C 1.796 -0.439 0.108 -0.16 9.26 2.31
C 1.322 -1.673 0.163 -0.67 -1.55 0.23
C 2.245 -2.684 -0.001 5.24 2.77 -2.88
C 3.647 -2.193 -0.368 -4.39 -0.94 2.66
C 4.012 -0.869 -0.173 4.94 -3.11 -0.68
S 5.807 -0.510 -0.227 -1.73 1.34 0.70
C 5.683 1.189 0.891 11.42 -12.14 1.22
H 5.450 0.744 1.791 -0.24 -0.60 2.22
H 6.746 1.275 0.705 0.02 1.43 0.75
H 4.441 -2.872 -0.413 0.80 -1.26 -0.61
H 2.004 -3.592 -0.445 -0.70 -1.97 0.33
C -0.136 -2.000 0.276 0.77 -5.06 -5.14
O -0.508 -2.943 -0.562 0.36 3.66 3.43
N -0.822 -1.407 1.203 0.81 3.86 2.93
H -0.224 -0.569 1.649 -1.99 -2.50 -1.09
C -2.256 -1.305 1.230 -1.84 -2.12 -2.68
H -2.570 -2.105 0.288 0.66 1.97 3.14
H -2.740 -1.535 2.248 0.84 0.06 -1.69
C -2.755 0.164 0.788 -2.73 -6.36 -1.24
C -2.137 0.576 -0.351 4.36 2.91 -10.97
C -1.913 0.139 -2.001 -7.30 -7.06 11.14
C -1.078 0.923 -2.530 0.42 -4.30 -6.82
C -0.912 1.768 -1.698 5.60 16.88 6.87
O -1.430 1.899 -0.515 -2.53 -5.45 2.28
H -0.484 2.844 -1.729 0.33 -1.85 -1.38
H -0.812 0.753 -3.466 1.83 0.16 -3.97
H -2.244 -0.879 -2.136 0.02 0.07 -0.83
N -4.235 0.055 0.584 2.56 2.95 4.15
C -4.709 1.469 0.807 -2.14 -4.20 1.01
C -6.255 1.244 1.074 1.93 6.52 -2.30
C -6.996 0.523 0.016 -4.80 7.15 3.21
C -6.277 -0.583 -0.083 0.29 -13.87 -1.52
C -4.797 -0.630 -0.563 -1.61 -2.37 8.96
H -4.371 -1.604 -0.210 -0.67 0.05 -2.54
H -4.698 -0.063 -1.333 1.24 2.49 -6.09
H -6.896 -1.222 -0.836 1.28 0.14 0.74
H -6.373 -1.419 0.969 0.45 2.85 -2.92
H -8.160 0.566 0.499 2.94 -0.97 -1.89
H -6.983 1.079 -0.909 -0.30 0.41 -0.41
H -6.676 2.246 1.198 -0.08 0.59 -0.41
H -6.476 0.936 1.986 -0.27 -2.51 4.14
H -4.065 1.901 1.574 -0.72 0.18 0.19
H -4.498 1.874 -0.113 0.00 2.19 -2.19
H -2.311 0.594 1.568 0.29 3.19 3.60
H 1.065 0.611 0.309 1.40 -3.31 -0.70
H 2.580 2.182 0.100 4.95 -1.85 0.46
```
Positions in Å, forces in eV/Å.

Atom charges from the natural (NBO) analysis, given in e for atoms 1 to 4: O -0.561; C 0.526; N -0.581; C 0.120

=====

(5)
The following is a DFT calculation (wB97M-V/def2-TZVPD) of one molecule with the formula C20H23N3O6S.

Properties
ΔE to the lowest compared entry with this formula, charge and spin in kcal per mole: 35.3
2S+1: 1
Lowest unoccupied orbital energy in eV: 0.06
Net charge: 0
HOMO energy in hartree: -0.2962

Structure (XYZ):
```
53
Properties=species:S:1:pos:R:3:forces:R:3
C -3.465 -4.264 0.510 0.30 0.21 -0.21
C -2.398 -4.013 -0.551 -0.26 -0.31 0.05
O -1.616 -2.867 -0.279 0.13 0.20 0.08
C -2.145 -1.627 -0.477 0.02 0.28 0.00
C -3.359 -1.345 -1.085 0.13 -0.35 0.03
C -3.770 -0.029 -1.251 0.07 0.34 0.01
C -2.991 1.025 -0.811 0.15 -0.02 0.07
O -3.287 2.360 -0.937 0.41 -0.24 0.11
C -4.610 2.748 -1.247 -0.46 0.17 0.04
C -5.579 2.510 -0.094 0.36 -0.03 -0.21
C -1.757 0.740 -0.196 -0.44 -0.62 -0.28
N -0.951 1.796 0.235 0.32 0.33 0.68
S -0.219 1.731 1.747 0.00 0.20 -0.14
O 0.061 3.095 2.085 0.07 0.07 -0.29
O -0.973 0.928 2.662 0.20 -0.23 -0.25
C 1.324 0.912 1.373 -0.48 -0.01 0.28
C 1.661 -0.277 1.987 -0.19 0.16 0.04
C 2.864 -0.878 1.672 0.16 0.14 -0.16
C 3.736 -0.295 0.750 -0.55 0.31 0.13
C 3.382 0.927 0.137 -0.51 -0.29 0.50
C 2.163 1.517 0.464 0.39 -0.07 -0.15
N 4.244 1.516 -0.771 0.23 0.03 -0.15
C 3.887 2.776 -1.392 0.13 0.23 -0.23
C 5.450 0.962 -1.120 0.12 0.62 -0.49
O 6.194 1.489 -1.917 -0.01 -0.34 0.24
C 5.828 -0.349 -0.470 0.53 -0.60 0.08
O 6.878 -0.888 -0.740 -0.24 0.35 -0.09
N 4.941 -0.892 0.429 0.16 -0.02 -0.08
C 5.319 -2.148 1.047 0.26 -0.24 0.00
C -1.348 -0.567 -0.040 -0.28 -0.21 -0.17
H -4.001 -5.182 0.281 -0.08 -0.10 -0.01
H -4.173 -3.440 0.550 -0.10 0.02 0.03
H -2.997 -4.361 1.486 0.02 -0.03 0.10
H -2.847 -3.948 -1.550 0.10 0.00 0.05
H -1.677 -4.836 -0.554 -0.12 0.10 -0.09
H -4.007 -2.128 -1.444 -0.03 -0.11 0.00
H -4.720 0.150 -1.729 -0.08 0.08 -0.02
H -4.957 2.247 -2.159 0.09 0.07 0.05
H -4.531 3.819 -1.455 -0.05 -0.17 -0.06
H -5.645 1.451 0.142 -0.08 -0.06 0.05
H -5.234 3.037 0.793 0.00 0.05 0.08
H -6.566 2.876 -0.362 -0.12 0.02 -0.01
H -1.375 2.698 0.062 0.08 0.23 0.17
H 0.979 -0.713 2.699 -0.05 -0.13 0.09
H 3.124 -1.806 2.151 0.06 -0.09 0.03
H 1.845 2.449 0.032 0.09 0.15 -0.19
H 4.711 3.051 -2.050 -0.19 0.00 0.10
H 2.975 2.668 -1.980 -0.03 0.01 0.03
H 3.752 3.550 -0.637 -0.04 -0.01 0.01
H 5.399 -2.035 2.128 -0.05 -0.01 0.01
H 6.293 -2.422 0.641 -0.18 0.00 0.11
H 4.597 -2.928 0.804 -0.03 0.01 0.04
H -0.407 -0.789 0.432 0.11 -0.11 0.00
```
Positions in Å, forces in eV/Å.

Atom charges from the natural (NBO) analysis, given in e for atoms 1 to 4: C -0.639; C -0.061; O -0.496; C 0.308

=====

(6)
The following is a DFT calculation (wB97M-V/def2-TZVPD) of C20H23N4O2SSbSe4Y as an isolated structure.

Properties
ΔE to the lowest compared entry with this formula, charge and spin in kcal per mole: 0.0
2S+1: 2
Lowest unoccupied orbital energy (alpha / beta) in eV: 3.97 / 3.94
Net charge: -2
HOMO energy (alpha / beta) in hartree: -0.0142 / -0.0544

Structure (XYZ):
```
56
Properties=species:S:1:pos:R:3:forces:R:3
Y -0.366 0.175 -0.166 0.74 -0.37 0.31
O 0.797 -0.998 1.341 0.19 0.27 -0.20
N 0.657 -2.125 2.006 -0.05 -0.27 0.73
C 0.296 -3.223 1.304 0.16 0.00 0.08
C 0.096 -4.431 1.903 0.02 -0.15 0.02
C 0.266 -4.520 3.290 0.05 0.10 0.18
C 0.627 -3.403 4.003 -0.08 0.01 -0.48
C 0.836 -2.134 3.384 0.00 -0.18 -0.23
S 1.274 -0.747 4.249 -0.10 -0.03 -0.14
H 0.157 -3.048 0.250 0.09 -0.02 -0.01
H -0.220 -5.273 1.302 0.03 0.07 0.04
H 0.108 -5.466 3.804 0.02 0.15 -0.07
H 0.763 -3.433 5.071 0.02 0.01 0.10
Se -1.843 3.472 -3.554 0.15 0.07 0.04
Sb -2.202 1.557 -2.082 -0.50 0.24 -0.76
Se -1.448 2.444 0.774 -0.25 0.38 0.29
Se -0.322 -0.261 -2.841 -0.15 0.08 -0.15
Se -4.497 0.703 -2.250 0.04 0.01 -0.08
C -4.537 0.031 3.638 0.17 0.15 -0.10
N -3.600 0.362 2.542 -0.31 -0.44 -0.06
C -4.321 0.368 1.217 -0.13 0.28 0.32
C -2.345 -0.523 2.568 -0.23 -0.30 0.01
C -2.470 -1.741 1.696 -0.16 0.36 -0.07
C -2.996 -2.933 2.197 -0.05 0.03 -0.05
C -3.196 -4.003 1.333 0.05 0.12 -0.24
C -2.881 -3.847 -0.020 -0.02 0.14 0.08
C -2.332 -2.646 -0.486 -0.31 -0.24 0.26
C -2.087 -1.543 0.351 0.01 -0.54 0.20
H -5.353 0.750 3.657 0.02 0.04 -0.07
H -4.011 0.040 4.587 0.08 0.04 0.07
H -4.935 -0.958 3.453 -0.06 -0.24 -0.05
H -3.240 1.311 2.658 0.25 0.36 -0.19
H -4.695 -0.623 1.005 -0.03 -0.22 0.01
H -3.634 0.672 0.443 0.08 0.02 -0.06
H -5.144 1.090 1.270 0.26 -0.12 0.08
H -2.105 -0.719 3.611 -0.14 -0.04 0.14
H -1.585 0.134 2.172 0.23 0.21 0.09
H -3.224 -3.033 3.260 0.02 0.01 -0.13
H -3.593 -4.943 1.703 0.02 0.02 -0.01
H -3.053 -4.672 -0.713 0.03 0.15 0.13
H -2.087 -2.557 -1.535 0.04 -0.02 -0.19
N 1.562 4.506 -3.385 -0.14 -0.21 0.38
C 2.489 4.668 -2.416 0.21 0.18 -0.18
O 3.394 5.508 -2.466 -0.49 -0.38 0.02
C 2.391 3.722 -1.253 -0.10 -0.04 -0.21
C 2.831 4.135 -0.005 0.09 0.20 0.07
C 2.715 3.274 1.068 0.03 -0.06 0.03
C 2.185 2.011 0.849 0.17 -0.05 0.40
N 1.794 1.590 -0.349 -0.21 0.05 -0.17
C 1.876 2.439 -1.380 0.06 0.08 0.24
H 1.589 5.166 -4.138 0.02 0.13 -0.12
H 0.662 4.014 -3.250 0.31 0.15 0.00
H 3.243 5.135 0.096 -0.05 -0.12 0.00
H 3.003 3.571 2.069 0.01 -0.02 -0.05
H 2.058 1.306 1.669 0.00 0.06 -0.05
H 1.506 2.061 -2.320 -0.08 -0.09 -0.23
```
Positions in Å, forces in eV/Å.

Atom charges from the natural (NBO) analysis, given in e for atoms 1 to 4: Y 1.243; O -0.673; N -0.004; C 0.050

=====

Here are the calculated electronic energy numbers, same order: -43785.731; -37050.044; -36376.772; -42543.930; -48703.846; -310974.177 (eV).